The following is a DFT calculation (the ωB97M-V functional and the def2-TZVPD basis) of a structure of composition C14H35NP2S2Ti in a non-equilibrium geometry.

Computed properties:
Frontier orbital gap (alpha / beta)   7.47 / 8.45 eV
2S+1   3
HOMO level (alpha / beta)   -0.500 / -0.559 Eh
Charge   +2

Structure (XYZ):
```
55
Properties=species:S:1:pos:R:3:forces:R:3
Ti 0.2097 -0.0943 -0.3343 -1.0 -0.3 1.5
S -1.5893 1.7159 -0.0076 -0.5 -0.1 -0.5
S -1.6468 -2.0348 -0.0828 -0.4 -0.5 -1.0
C -3.4195 1.4999 -0.0034 0.6 -0.3 0.0
C -1.3035 2.1482 -1.7608 -0.7 0.3 0.1
C -1.4535 1.0137 -2.7661 0.0 -0.4 -0.2
N -0.6277 -0.1776 -2.3911 0.4 -0.3 -1.5
C -1.1727 -1.5368 -2.7985 0.2 0.5 -0.2
C -0.9741 -2.5871 -1.7151 -0.4 -0.1 0.5
H -0.3377 2.6692 -1.8366 -0.3 -0.2 0.1
H -2.1074 2.8690 -1.9369 0.4 0.2 -0.4
H -1.1093 1.3786 -3.7476 -0.4 -0.1 0.2
H -2.4931 0.6821 -2.8725 0.1 0.3 0.1
H -0.6153 -1.8790 -3.6861 -0.4 0.1 0.1
H -2.2307 -1.4147 -3.0687 0.3 -0.2 0.1
H 0.0751 -2.8998 -1.5908 -0.4 0.1 0.0
H -1.5764 -3.4720 -1.9520 0.4 0.0 -0.1
C -3.4092 -2.1732 -0.6276 -0.1 0.3 0.2
H 0.1817 -0.1005 -3.0207 -0.4 0.0 0.5
H -3.7022 -1.3684 -1.3185 0.2 -0.3 0.3
H -4.0442 -2.1369 0.2691 0.3 0.0 -0.3
H -3.5415 -3.1448 -1.1318 0.1 0.4 0.4
H -3.7443 1.6614 1.0343 0.1 0.0 -0.4
H -3.6865 0.4889 -0.3362 -0.1 0.5 0.1
H -3.8064 2.2815 -0.6655 -0.1 -0.3 0.3
C 1.9002 -0.3766 -1.5374 2.3 -0.3 -0.6
C 2.9600 -0.2621 -0.6230 -0.1 -1.2 -2.6
H 1.6869 0.4607 -2.2276 0.6 -0.4 0.3
H 1.5385 -1.3826 -1.8515 0.3 0.6 0.2
H 3.6914 0.5500 -0.7954 -0.9 -0.1 0.8
H 3.4472 -1.1808 -0.2474 -0.7 0.5 0.2
C 0.5414 2.7202 2.0308 -0.1 0.2 0.0
P 1.4869 1.6416 0.8879 -0.5 1.1 0.7
C 2.2772 2.9091 -0.1484 0.4 0.1 -0.3
C 2.7490 0.9571 2.0075 0.7 0.0 0.2
C 2.4189 -0.4760 2.5005 0.4 -0.1 0.2
P 0.8654 -1.2016 1.8389 -0.4 -0.3 0.2
C 1.0868 -3.0189 1.8018 0.2 -0.1 0.1
C -0.3934 -0.9941 3.1617 -0.2 0.0 0.3
H 1.2324 3.4188 2.5167 -0.2 -0.1 0.0
H 0.0283 2.1180 2.7960 0.1 0.2 -0.2
H -0.2123 3.2810 1.4570 0.4 -0.1 0.4
H 2.9754 3.5116 0.4467 -0.2 0.0 -0.1
H 2.8369 2.4675 -0.9864 -0.2 0.2 0.3
H 1.5042 3.5724 -0.5656 0.2 -0.2 0.2
H 3.7192 0.9986 1.4807 -0.4 -0.1 0.4
H 2.8417 1.6447 2.8616 0.0 -0.2 -0.2
H 3.2380 -1.1696 2.2636 -0.2 0.2 0.0
H 2.3265 -0.4811 3.5873 0.1 0.0 0.0
H 1.5780 -3.3937 2.7066 0.0 0.1 -0.1
H 0.1136 -3.5171 1.7141 0.2 0.3 0.0
H 1.6835 -3.3066 0.9332 0.1 0.0 0.1
H 0.0774 -0.9029 4.1507 -0.1 -0.1 -0.3
H -1.0149 -0.1042 3.0012 0.2 -0.2 0.0
H -1.0591 -1.8720 3.1856 0.3 0.3 -0.1
```
Positions in Å, forces in eV/Å.